(1)
ORCA calculation (the ωB97M-V functional and the def2-TZVPD basis) on a cluster of 2 separate species, C3H3ClNO in total in a non-equilibrium geometry.

```
! RIJCOSX wB97M-V def2-TZVPD def2/J DEFGRID3
* xyz 1 1
C 1.5331 1.2700 -0.4555
C 0.9556 0.8682 0.5131
C -1.9244 -0.5024 0.0864
N -0.7600 -0.7568 0.0261
O 0.3668 -1.4177 0.1123
Cl -3.1132 0.5580 0.1137
H 2.1703 1.4575 -1.2534
H 0.2529 0.7397 1.2665
H 0.5189 -2.2165 -0.4092
*
```

Calculated values
Frontier orbital gap = 8.234 eV
E_LUMO = -6.23 eV

---

(2)
ORCA calculation (the ωB97M-V functional and the def2-TZVPD basis) on the molecule C3H3ClO in a non-equilibrium geometry.

```
! RIJCOSX wB97M-V def2-TZVPD def2/J DEFGRID3
* xyz 0 1
C 0.8139 0.6146 -0.2173
C 0.0267 -0.6382 -0.0259
Cl 0.5047 -1.6062 1.2967
C -1.7150 -0.3710 0.0969
O -2.6812 -0.7926 -0.3619
H 1.8749 0.3994 -0.1144
H 0.5595 1.3645 0.5300
H 0.6165 1.0295 -1.2041
*
```

Calculated values
Frontier orbital gap (alpha / beta) = 7.736 / 7.715 eV
SMILES = CC(Cl)=C=O
E_LUMO (alpha / beta) = -0.54 / -0.54 eV

---

(3)
ORCA calculation (the ωB97M-V functional and the def2-TZVPD basis) on the molecule C3H3ClO in a non-equilibrium geometry.

```
! RIJCOSX wB97M-V def2-TZVPD def2/J DEFGRID3
* xyz 0 1
C -0.7191 -1.1385 -0.8206
C -0.0830 -0.2406 -0.1140
Cl 1.4097 0.3302 -0.7367
C -0.6095 0.4453 1.0770
O -1.6967 0.2241 1.5667
H -0.2645 -1.6696 -1.6849
H -1.6945 -1.4839 -0.5725
H 0.0363 1.3505 1.3935
*
```

Calculated values
Frontier orbital gap = 9.856 eV
SMILES = C=C(Cl)C=O
E_LUMO = -0.38 eV

---

(4)
ORCA calculation (the ωB97M-V functional and the def2-TZVPD basis) on a cluster of 2 separate species, C3H3ClO in total in a non-equilibrium geometry.

```
! RIJCOSX wB97M-V def2-TZVPD def2/J DEFGRID3
* xyz 0 1
C 0.0986 0.0170 -0.0477
C 0.8180 1.0816 -0.0062
C -1.1787 -0.6786 0.0553
O 0.0657 -1.3098 -0.1965
Cl 3.1064 0.1200 -0.0060
H 0.5794 2.0846 -0.1265
H -1.5944 -0.5536 0.9977
H -1.8950 -0.7612 -0.6699
*
```

Calculated values
Frontier orbital gap (alpha / beta) = 8.434 / 8.434 eV
E_LUMO (alpha / beta) = -1.68 / -1.68 eV

---

Number 1: E -19204.624 eV. Number 2: E -17726.298 eV. Number 3: E -17728.277 eV. Number 4: E -17724.292 eV.